*A*
{"formula": "C3H7IN", "method": "ωB97M-V/def2-TZVPD", "symbols": ["C", "C", "C", "N", "I", "H", "H", "H", "H", "H", "H", "H"], "coordinates": [[0.077, -0.269, 1.342], [0.949, -0.800, -0.432], [-1.101, 0.641, -0.675], [0.164, 0.357, 0.022], [3.009, -0.705, -0.557], [-0.758, -0.914, 1.527], [0.794, -0.015, 2.093], [0.397, -1.647, -0.803], [-1.819, -0.152, -0.485], [-1.518, 1.582, -0.319], [-0.931, 0.714, -1.747], [0.737, 1.207, 0.034]], "mulliken_charge": [-0.420, -0.520, -0.895, 0.026, 0.280, 0.294, 0.290, 0.460, 0.339, 0.361, 0.370, 0.417], "orbital_gap_ev": [8.76, 8.76], "homo_ev": [-13.43, -13.43], "total_charge": 1}

=====

*B*
{"formula": "C3H7IN", "method": "ωB97M-V/def2-TZVPD", "symbols": ["C", "C", "C", "N", "I", "H", "H", "H", "H", "H", "H", "H"], "coordinates": [[-0.938, 0.262, 0.715], [0.505, 0.100, 0.639], [-1.757, 0.719, -0.524], [-0.097, -0.989, 0.773], [4.247, -0.474, -0.120], [-1.530, 0.300, 1.634], [1.485, 0.446, 0.650], [-0.892, 1.011, -1.187], [-2.426, 1.506, -0.425], [-2.306, -0.215, -0.842], [3.688, -0.793, -1.569], [0.022, -1.873, 0.255]], "mulliken_charge": [0.041, -0.060, -0.948, -0.098, -0.035, 0.387, 0.333, 0.294, 0.358, 0.278, 0.118, 0.334], "orbital_gap_ev": 7.69, "homo_ev": -13.51, "total_charge": 1}

=====

Result of the stability comparison: *B* is the least stable of them.

=====

*A*
{"formula": "C4H4OS", "method": "ωB97M-V/def2-TZVPD", "symbols": ["S", "C", "C", "C", "C", "O", "H", "H", "H", "H"], "coordinates": [[1.250, 0.479, -2.317], [0.292, 0.183, -0.849], [-0.695, -0.472, -0.205], [-0.677, -0.334, 1.241], [0.204, 0.640, 1.378], [0.809, 1.060, 0.207], [0.954, -0.625, -3.177], [-1.244, -1.506, -0.582], [-1.378, -0.736, 1.992], [0.485, 1.310, 2.313]], "mulliken_charge": [-0.254, 0.188, -0.158, -0.260, -0.170, -0.319, 0.148, 0.200, 0.343, 0.282], "smiles": "Sc1ccco1", "orbital_gap_ev": 9.04, "homo_ev": -8.42, "total_charge": 0}

=====

*B*
{"formula": "C4H4OS", "method": "ωB97M-V/def2-TZVPD", "symbols": ["O", "C", "C", "C", "C", "S", "H", "H", "H", "H"], "coordinates": [[1.301, -2.111, -1.134], [0.701, -1.177, -0.721], [0.570, -0.699, 0.702], [-0.221, 0.348, 0.834], [-0.669, 1.039, -0.418], [-0.228, -0.108, -1.747], [0.882, -1.236, 1.573], [-0.434, 0.733, 1.870], [-0.154, 2.016, -0.567], [-1.749, 1.195, -0.393]], "mulliken_charge": [-0.514, 0.476, -0.489, -0.191, -0.436, -0.142, 0.387, 0.298, 0.298, 0.314], "smiles": "O=C1C=CCS1", "orbital_gap_ev": 10.21, "homo_ev": -9.63, "total_charge": 0}

=====

*C*
{"formula": "C4H4OS", "method": "ωB97M-V/def2-TZVPD", "symbols": ["C", "C", "C", "C", "H", "H", "H", "H", "O", "S"], "coordinates": [[-1.058, -0.821, -0.589], [-0.069, -0.025, -0.167], [0.082, 1.435, -0.358], [0.985, -0.463, 0.687], [-2.183, -0.541, -1.127], [-0.826, -1.959, -0.371], [-1.113, 2.105, -0.310], [1.706, 0.272, 0.962], [1.194, 1.939, -0.240], [1.282, -1.942, 1.513]], "mulliken_charge": [-0.520, 0.682, 0.046, -0.590, 0.245, 0.213, 0.183, 0.358, -0.437, -0.177], "orbital_gap_ev": 7.39, "homo_ev": -8.92, "total_charge": 0}

=====

Result of the stability comparison: *C* is the least stable of them.

=====

*A*
{"formula": "C5H7NS", "method": "ωB97M-V/def2-TZVPD", "symbols": ["S", "C", "C", "C", "N", "C", "C", "H", "H", "H", "H", "H", "H", "H"], "coordinates": [[2.379, -0.005, 0.005], [0.774, 0.000, 0.002], [-0.145, -1.268, 0.148], [-1.417, -0.641, -0.419], [-2.659, 0.056, -0.094], [-1.402, 0.629, 0.381], [-0.135, 1.279, -0.139], [-0.182, -1.556, 1.207], [0.264, -2.108, -0.425], [-1.256, -0.473, -1.481], [-3.162, -0.286, 0.728], [-1.260, 0.417, 1.445], [-0.163, 1.594, -1.186], [0.270, 2.109, 0.458]], "mulliken_charge": [-0.252, 0.247, -0.684, -0.130, -0.560, 0.116, -0.690, 0.260, 0.323, 0.268, 0.280, 0.214, 0.286, 0.324], "smiles": "S=C1C[C@H]2N[C@@H]2C1", "orbital_gap_ev": 8.50, "homo_ev": -8.71, "total_charge": 0}

=====

*B*
{"formula": "C5H7NS", "method": "ωB97M-V/def2-TZVPD", "symbols": ["C", "C", "C", "C", "C", "N", "S", "H", "H", "H", "H", "H", "H", "H"], "coordinates": [[-0.473, 1.551, 0.128], [-0.910, 0.346, -0.711], [-0.784, -1.071, -0.077], [0.603, -1.406, 0.180], [1.752, 0.753, 0.569], [0.676, 1.523, 0.713], [1.883, -0.653, -0.690], [-1.186, 2.312, 0.347], [-1.907, 0.435, -1.137], [-0.268, 0.489, -1.522], [-1.422, -1.115, 0.767], [-1.284, -1.594, -0.906], [0.966, -2.108, 0.833], [2.353, 0.540, 1.506]], "mulliken_charge": [-0.123, -1.050, -0.105, -0.558, -0.164, -0.467, -0.191, 0.443, 0.400, 0.475, 0.274, 0.226, 0.493, 0.345], "orbital_gap_ev": [7.53, 7.54], "homo_ev": [-7.68, -7.92], "total_charge": 0}

=====

Result of the stability comparison: *A* is the least stable of them.